(1)
ORCA calculation (ωB97M-V/def2-TZVPD) on a molecular structure, C13H12CoN3O2S.

Element x y z (Å)
C 1.4406 -0.2324 2.4107
C 2.1443 2.6131 -1.0462
H -5.6306 -0.4584 -1.9903
C -3.5897 -0.3989 -1.3438
H -5.0074 -0.5251 2.2434
H -2.5600 -0.4245 1.8799
C -3.2405 -0.4357 1.0399
H 0.9534 -1.1809 2.6363
O 2.8328 -0.2477 -1.7214
H 3.8846 0.0190 1.3770
N 2.9065 2.9372 -0.2398
N 0.8321 -0.2286 0.0503
N -0.4519 -0.2772 0.5300
C -4.9602 -0.4536 -1.1408
C -1.2684 -0.3301 -0.4818
C 5.0760 -0.0136 -1.0038
H 5.6135 -0.8252 -0.5123
C -4.6096 -0.4909 1.2376
H -3.1797 -0.3598 -2.3434
C 3.6086 -0.1104 -0.7289
C 1.8237 -0.1756 0.9683
H 0.7187 0.5521 2.6336
C 3.1444 -0.0720 0.5961
S 1.0341 2.1337 -2.2163
H 5.4516 0.9272 -0.5986
C -2.7258 -0.3904 -0.2540
Co 1.0067 -0.0155 -1.6940
O -0.8164 -0.3317 -1.6981
H -6.5413 -0.5400 0.3038
C -5.4710 -0.4998 0.1475
H 2.3235 -0.1159 3.0335
H 5.2572 -0.0486 -2.0744

Forces on the atoms, in the same order (eV/Å):
C 0.0 0.0 0.1
C -0.1 0.0 -0.3
H 0.0 0.0 0.0
C 0.0 0.0 0.0
H 0.0 0.0 0.0
H 0.0 0.0 0.0
C 0.0 0.0 0.0
H 0.0 0.0 0.0
O 0.4 0.1 0.1
H 0.0 0.0 0.0
N 0.2 0.0 0.1
N -0.3 -0.4 1.1
N 0.9 0.1 0.4
C 0.0 0.0 0.0
C -0.2 0.0 -1.0
C 0.0 0.0 0.0
H 0.0 0.0 0.0
C 0.0 0.0 0.0
H 0.0 0.0 0.0
C -0.1 0.0 -0.4
C -0.4 0.1 0.0
H 0.0 0.0 0.0
C 0.0 0.0 0.1
S -0.2 0.3 0.1
H 0.0 0.0 0.0
C 0.0 0.0 0.0
Co 0.3 -0.3 -0.5
O -0.5 0.2 0.1
H 0.0 0.0 0.0
C 0.0 0.0 0.0
H 0.0 0.0 0.0
H 0.0 0.0 0.0

- charge = 0
- orbital gap (spin up / spin down) (eV) = 8.218 / 6.218
- HOMO level (spin up / spin down) (hartree) = -0.31109 / -0.31229

=====

(2)
ORCA calculation (ωB97M-V/def2-TZVPD) on a molecular structure, C24H29BCoF5N9O4.

Element x y z (Å)
C 4.2737 0.2251 1.0484
H -1.4294 0.4503 -0.6508
H -0.6373 1.4712 0.3302
H -0.2719 1.2367 2.3908
H -0.6639 0.3391 -6.5503
C -1.3937 -0.8667 -3.4731
C -1.4673 -0.1808 1.3009
N 2.2077 -0.1650 0.3848
C -0.5183 -0.0195 -5.5367
N -0.8248 0.4892 0.1596
F -1.7562 5.0173 -1.9942
C 3.4516 -3.3691 -2.2090
N -3.0182 -0.9320 4.3034
H -2.6236 -0.9518 7.4993
N 1.7744 -2.1705 -1.4325
H -2.4436 2.1041 2.9110
C 0.8755 -0.5035 -3.6868
H 3.7320 1.5069 2.7778
N 3.1145 -2.2303 -1.5861
F -1.4103 2.3649 -2.1745
N -2.2318 -2.6238 5.6330
O 1.0884 1.2485 -1.7484
H -1.8534 -1.8668 -0.9466
F 3.1720 2.9514 -1.2401
C -2.6124 -1.4040 -2.7328
O -1.7352 -2.4479 2.0938
H -1.8174 -2.9249 6.4937
H 0.2018 -3.4607 -1.9421
C -0.5397 4.5060 -1.8041
C -1.5972 -0.4284 -4.7765
H -3.1308 0.3531 6.5085
H -2.5515 -0.1140 1.1981
H -2.7155 -1.5977 3.4920
C 0.7497 -0.0736 -4.9849
H 4.2016 -0.2628 -2.0672
N -0.1695 -0.8813 -2.9281
C 1.9456 3.4312 -1.4295
C 1.7570 4.7908 -1.3599
H 2.2011 -5.0435 -2.9655
C 2.1578 0.6257 1.4541
C -3.3291 0.4440 3.9323
O -0.2877 -2.0708 0.4222
H -3.4667 -0.8141 -3.0368
H 4.4964 -3.6027 -2.4009
C 2.2904 -4.0811 -2.4795
H -0.5074 -0.2387 3.2688
H 1.6301 0.2298 -5.5403
H 5.1532 -1.5909 -0.8577
H -4.0626 0.3939 3.1372
H -3.8221 0.9637 4.7549
N 3.5130 -0.3990 0.1271
H 1.2015 0.9546 1.8368
Co 0.7578 -0.6109 -0.8372
N -2.7411 -0.5647 6.5796
B 4.0892 -1.0833 -1.1606
C 0.5113 5.3447 -1.5453
F 2.7862 5.5925 -1.1072
C -0.3427 3.1406 -1.8746
C -1.0221 0.4884 2.6399
C 0.9033 2.5258 -1.6834
F 0.3325 6.6673 -1.4650
H -2.6057 -0.4095 -5.1796
H -2.7961 -2.4150 -3.0840
H -1.5897 1.6284 4.3637
C 1.2672 -3.2749 -1.9772
H 1.8520 -0.5489 -3.2137
C 3.4448 0.8990 1.9272
C -2.6808 -1.3543 5.4899
C -2.0895 1.2353 3.4750
C -1.1332 -1.6896 1.2539
H 5.3571 0.1550 1.0000
H -2.0074 -3.1397 4.7857
O -2.5936 -1.3681 -1.3108

Forces on the atoms, in the same order (eV/Å):
C -0.1 -0.2 -0.2
H -0.3 0.1 -0.1
H 0.0 0.0 0.0
H -0.3 0.0 0.2
H 0.0 0.0 0.1
C 0.3 0.0 0.2
C 0.1 0.3 0.2
N 0.5 0.4 0.3
C -0.1 0.0 -0.2
N 0.0 0.0 0.0
F -0.4 0.1 -0.1
C 0.0 0.1 0.1
N 0.5 -1.2 -1.5
H 0.0 0.0 -0.1
N 0.7 -0.2 -0.6
H 0.0 0.0 0.1
C 0.0 -0.2 0.3
H -0.1 -0.2 -0.2
N 0.1 -0.1 0.1
F -0.1 -0.1 0.0
N -0.3 0.4 -0.5
O 0.1 0.7 -0.3
H 0.3 -0.3 -0.2
F 0.4 -0.2 0.1
C 0.5 0.1 0.6
O 0.2 1.3 -0.2
H 0.1 0.0 0.1
H 0.2 0.1 0.0
C -0.1 -0.3 -0.1
C -0.1 0.0 -0.1
H -0.1 0.1 0.0
H -0.2 0.0 0.1
H -0.3 1.1 0.6
C 0.1 0.1 -0.3
H -0.1 -0.2 0.3
N -0.5 0.2 0.3
C 0.0 0.1 0.1
C 0.1 -0.2 0.0
H 0.0 0.2 0.1
C 0.1 0.0 0.2
C 0.3 0.0 -0.3
O -0.5 -0.1 -0.2
H -0.2 0.2 0.0
H -0.4 0.1 0.1
C 0.0 0.0 -0.1
H 0.0 -0.1 0.0
H -0.1 0.0 0.1
H -0.2 0.1 -0.1
H -0.1 -0.1 -0.2
H 0.0 -0.1 0.0
N 0.1 0.1 0.2
H 0.7 -0.2 -0.2
Co -0.2 -0.2 0.0
N 0.0 -0.3 -0.1
B -0.1 0.1 -0.1
C 0.0 0.1 0.0
F 0.5 0.3 0.1
C -0.2 0.1 -0.1
C -0.4 -0.2 0.0
C 0.0 -0.9 0.1
F -0.1 0.4 0.0
H 0.1 0.0 0.0
H 0.0 -0.4 -0.1
H 0.1 0.0 0.0
C 0.0 -0.4 0.2
H -0.2 0.1 -0.1
C 0.0 0.1 0.1
C 0.6 -0.4 0.5
C 0.1 -0.1 -0.2
C -0.4 -0.8 1.4
H -0.4 0.0 0.0
H 0.0 0.1 0.2
O -0.1 0.4 -0.5

- charge = 0
- orbital gap (spin up / spin down) (eV) = 6.247 / 6.260
- HOMO level (spin up / spin down) (hartree) = -0.25125 / -0.25173
- <S²> = 1.1146
- multiplicity = 2
- energy relative to the best compared isomer or geometry (same formula, charge and spin) (kcal per mole) = 18.3